# 1
Formula: C53H130N9O12
Source: the OMol25 dataset
Level of theory: the ωB97M-V functional and the def2-TZVPD basis

Calculated values
* orbital gap: 7.407 eV
* net charge: +7
* electronic energy: -3489.9731 hartree
* 2S+1: 1

Last column: Löwdin charge in e.
CARTESIAN COORDINATES (ANGSTROEM)
C (13.7609, -12.9465, -4.3308)  -0.040
C (14.3938, -14.0392, -4.8693)  -0.325
C (15.9413, -14.1359, -4.8883)  -0.369
O (16.6044, -15.0357, -5.4896)  -0.052
C (16.6883, -13.1370, -4.3043)  -0.028
C (15.9941, -12.0120, -3.7252)  -0.322
C (14.4246, -11.8884, -3.6918)  -0.326
O (13.8081, -10.9699, -3.1122)  -0.061
O (16.6454, -11.0561, -3.3092)  -0.021
O (13.6567, -14.9576, -5.4099)  -0.090
H (12.6920, -12.9781, -4.1796)  0.096
H (17.7535, -13.3055, -4.2470)  0.101
C (15.5216, -18.0127, -9.7801)  -0.011
C (15.0931, -17.7588, -8.2883)  -0.267
C (16.0083, -18.5525, -7.3567)  -0.137
O (15.3442, -18.5004, -6.0787)  -0.199
C (16.2232, -18.7487, -4.9895)  -0.086
N (15.1733, -16.2545, -8.0204)  0.231
H (15.8955, -15.9666, -8.6651)  0.143
H (14.3154, -15.8430, -8.3593)  0.153
H (15.4319, -15.9775, -7.0842)  0.092
H (14.8482, -17.6690, -10.5653)  0.093
H (15.4554, -19.0950, -9.8908)  0.102
H (16.5195, -17.6552, -10.0338)  0.099
H (14.0303, -17.9285, -8.1157)  0.148
H (16.8680, -17.9221, -7.1294)  0.125
H (16.2267, -19.5160, -7.8173)  0.152
H (15.6733, -18.5330, -4.0735)  0.080
H (17.1678, -18.2396, -4.7980)  0.069
H (16.3328, -19.8331, -4.9778)  0.109
C (11.6699, -19.0554, -5.0382)  -0.004
C (11.0445, -18.1321, -3.9427)  -0.258
C (10.5468, -18.8167, -2.5972)  -0.175
O (9.8875, -17.8766, -1.7683)  -0.192
C (9.8671, -18.2666, -0.3649)  -0.053
N (11.9940, -16.9786, -3.6169)  0.234
H (12.4277, -16.6612, -4.4720)  0.110
H (11.5599, -16.2917, -3.0171)  0.149
H (12.6691, -17.4306, -3.0168)  0.158
H (10.8930, -19.7461, -5.3660)  0.108
H (12.4776, -19.6703, -4.6412)  0.092
H (12.1460, -18.4886, -5.8384)  0.069
H (10.1444, -17.6582, -4.3342)  0.142
H (11.3757, -19.3080, -2.0876)  0.129
H (9.9055, -19.6715, -2.8122)  0.150
H (10.8389, -18.5488, 0.0402)  0.084
H (9.2388, -19.1377, -0.1791)  0.109
H (9.5396, -17.4122, 0.2273)  0.088
C (15.3494, -7.9868, -3.1205)  -0.038
C (15.3151, -7.8605, -1.6448)  -0.300
C (14.5141, -6.6967, -1.1255)  -0.096
O (13.0412, -6.9337, -1.4196)  -0.220
C (12.2561, -5.8746, -0.9789)  -0.108
N (14.7279, -9.1625, -1.1170)  0.247
H (13.7789, -9.0089, -0.8071)  0.135
H (14.5126, -9.7598, -1.9024)  0.068
H (15.2177, -9.7276, -0.4381)  0.169
H (15.6068, -7.0380, -3.5914)  0.113
H (14.4141, -8.2701, -3.6034)  0.082
H (16.0997, -8.7033, -3.4548)  0.073
H (16.3596, -7.7945, -1.3402)  0.149
H (14.8785, -5.7478, -1.5189)  0.149
H (14.5920, -6.7194, -0.0385)  0.132
H (12.2707, -5.6530, 0.0883)  0.104
H (11.2267, -6.1603, -1.1955)  0.092
H (12.4725, -4.9062, -1.4299)  0.109
C (20.8125, -8.0357, 1.5975)  -0.002
C (20.2706, -7.0482, 0.4973)  -0.240
C (20.3050, -7.5958, -0.9235)  -0.175
O (19.6642, -8.8496, -0.9563)  -0.224
C (19.8194, -9.6032, -2.1404)  -0.073
N (18.9077, -6.4225, 0.9136)  0.246
H (18.2463, -7.1219, 1.2194)  0.158
H (18.9290, -5.6325, 1.5425)  0.178
H (18.5131, -5.9896, 0.0908)  0.149
H (20.3024, -8.9446, 1.2786)  0.070
H (20.7264, -7.8289, 2.6642)  0.099
H (21.8851, -8.1991, 1.4931)  0.106
H (20.9387, -6.1904, 0.5744)  0.157
H (21.3030, -7.7848, -1.3190)  0.153
H (19.7770, -6.9400, -1.6158)  0.131
H (18.7901, -9.7979, -2.4418)  0.062
H (20.2846, -10.5602, -1.9043)  0.095
H (20.2730, -9.0060, -2.9314)  0.101
C (18.0817, -11.7550, -9.3304)  -0.002
N (18.0043, -11.6848, -7.8002)  -0.296
C (16.4882, -11.7237, -7.4186)  0.036
C (18.7818, -12.9722, -7.4097)  0.022
C (18.7051, -10.3136, -7.4064)  0.011
C (18.2955, -9.7597, -5.9214)  -0.182
O (18.6929, -10.6305, -4.8846)  -0.097
H (17.6100, -10.9409, -9.8806)  0.115
H (17.5223, -12.6583, -9.5739)  0.102
H (19.1558, -11.7689, -9.5156)  0.116
H (15.9764, -10.9590, -8.0030)  0.116
H (16.4176, -11.6451, -6.3338)  0.065
H (16.0882, -12.7305, -7.5395)  0.088
H (18.2170, -13.8483, -7.7283)  0.093
H (18.8274, -12.8729, -6.3252)  0.073
H (19.7809, -13.0090, -7.8440)  0.112
H (18.3874, -9.6522, -8.2125)  0.128
H (19.7709, -10.5405, -7.4348)  0.134
H (17.2130, -9.6540, -5.8491)  0.099
H (18.7274, -8.7747, -5.7445)  0.125
H (17.9576, -10.7928, -4.2891)  -0.009
C (10.3336, -14.7268, -7.0575)  0.008
N (10.0678, -13.3675, -7.7823)  -0.299
C (9.0602, -12.5250, -6.9686)  0.045
C (11.4512, -12.6727, -7.7150)  0.020
C (9.6194, -13.6883, -9.2215)  -0.066
C (9.1925, -12.4756, -10.0837)  -0.248
O (10.0985, -11.4531, -10.1930)  -0.021
H (11.1355, -15.2044, -7.6205)  0.096
H (9.4222, -15.3244, -7.0412)  0.109
H (10.5604, -14.6258, -5.9962)  0.089
H (8.2051, -13.1610, -6.7398)  0.122
H (8.7380, -11.6584, -7.5458)  0.110
H (9.5814, -12.1150, -6.1035)  0.066
H (12.1815, -13.3013, -8.2246)  0.103
H (11.6486, -12.6111, -6.6448)  0.070
H (11.3094, -11.6651, -8.1056)  0.098
H (8.7850, -14.3711, -9.0616)  0.141
H (10.3688, -14.3004, -9.7235)  0.138
H (8.2134, -12.1715, -9.7135)  0.126
H (8.9337, -12.9028, -11.0526)  0.149
H (10.2322, -11.2053, -11.1108)  0.124
C (13.3832, -13.2227, -0.5968)  -0.008
N (12.9127, -13.6308, 0.8164)  -0.267
C (11.3594, -13.3752, 1.0159)  0.053
C (13.2180, -15.1532, 1.0030)  0.042
C (13.7515, -12.7149, 1.7697)  -0.090
C (13.3573, -12.7200, 3.2324)  -0.231
O (13.6183, -14.0072, 3.7822)  -0.038
H (14.4320, -13.5002, -0.7022)  0.105
H (13.1794, -12.1666, -0.7737)  0.077
H (12.8041, -13.7368, -1.3639)  0.089
H (11.1809, -12.3088, 0.8778)  0.102
H (10.9809, -13.6976, 1.9859)  0.111
H (10.7904, -13.9789, 0.3088)  0.099
H (13.0835, -15.6616, 0.0482)  0.084
H (12.4506, -15.6178, 1.6222)  0.109
H (14.2233, -15.3032, 1.3968)  0.111
H (13.6075, -11.6773, 1.4685)  0.123
H (14.7646, -13.1169, 1.7605)  0.135
H (12.3233, -12.4930, 3.4920)  0.128
H (13.9365, -11.9538, 3.7477)  0.139
H (13.5845, -13.9387, 4.7392)  0.118
C (10.6994, -7.8450, -3.8603)  0.002
N (10.5101, -9.3726, -3.7559)  -0.321
C (11.4611, -9.9142, -4.8072)  0.006
C (11.0095, -9.6199, -2.3552)  0.010
C (9.0367, -9.7851, -4.0675)  -0.009
C (7.9134, -9.4706, -2.9399)  -0.217
O (7.9282, -8.1426, -2.5971)  -0.041
H (10.7351, -7.4034, -4.8562)  0.122
H (11.7102, -7.6432, -3.5059)  0.077
H (9.9548, -7.2496, -3.3319)  0.106
H (11.6456, -10.9309, -4.4599)  0.071
H (12.3595, -9.3058, -4.7032)  0.097
H (10.9954, -9.8846, -5.7922)  0.109
H (10.3252, -9.0834, -1.6980)  0.116
H (12.0496, -9.3142, -2.2416)  0.070
H (10.8452, -10.6917, -2.2434)  0.104
H (9.2092, -10.8527, -4.2038)  0.108
H (8.8378, -9.1882, -4.9576)  0.142
H (7.8016, -10.1375, -2.0850)  0.126
H (6.9856, -9.6145, -3.4936)  0.134
H (7.0521, -7.7765, -2.4558)  0.130
C (17.9847, -13.7742, -0.6028)  -0.090
C (18.8761, -14.9984, -0.8490)  -0.245
C (19.5730, -14.7551, -2.1257)  -0.234
C (20.6181, -15.8361, -2.3717)  -0.047
N (20.9019, -15.8468, -3.9472)  -0.145
C (21.9852, -16.8896, -4.2881)  -0.089
C (21.5301, -17.4756, -5.5477)  -0.173
C (20.0867, -17.7331, -5.3361)  -0.159
C (19.5878, -16.4204, -4.6605)  -0.069
C (21.2693, -14.4230, -4.5116)  -0.128
C (22.3949, -13.6734, -3.8616)  -0.225
C (22.3063, -12.2112, -4.3000)  -0.071
H (17.2489, -13.5482, -1.3746)  0.049
H (18.6873, -12.9584, -0.4330)  0.080
H (17.3532, -13.8295, 0.2839)  0.059
H (18.3980, -15.9724, -0.7457)  0.122
H (19.6577, -15.0250, -0.0896)  0.131
H (20.0735, -13.7871, -2.0990)  0.117
H (18.8262, -14.6132, -2.9069)  0.091
H (20.3107, -16.8112, -1.9939)  0.140
H (21.6404, -15.7074, -2.0163)  0.135
H (22.8751, -16.2645, -4.3620)  0.132
H (22.1867, -17.5336, -3.4321)  0.152
H (21.6773, -16.7843, -6.3774)  0.131
H (22.0180, -18.4080, -5.8315)  0.152
H (19.5923, -17.8463, -6.3009)  0.119
H (19.8898, -18.5336, -4.6230)  0.130
H (19.4489, -15.7480, -5.5071)  0.103
H (18.6879, -16.5296, -4.0552)  0.110
H (20.3630, -13.8213, -4.5803)  0.102
H (21.4936, -14.6522, -5.5534)  0.131
H (23.3244, -14.1605, -4.1563)  0.125
H (22.3982, -13.7040, -2.7721)  0.114
H (22.5217, -12.2389, -5.3681)  0.085
H (23.2273, -11.7334, -3.9658)  0.094
H (21.4215, -11.6370, -4.0253)  0.062

# 2
Formula: C8H17BrOSi
Source: the OMol25 dataset
Level of theory: the ωB97M-V functional and the def2-TZVPD basis

Calculated values
* orbital gap: 5.618 eV
* electronic energy: -3253.5692 hartree
* 2S+1: 1
* energy relative to the best compared isomer or geometry (same formula, charge and spin): 149.2 kcal/mol

Last column: Löwdin charge in e.
CARTESIAN COORDINATES (ANGSTROEM)
C (-3.7073, -1.6186, 1.0443)  -0.036
C (-3.4062, -0.4039, 1.2950)  -0.592
C (0.7542, -1.7465, -0.7703)  -0.068
C (2.2698, 0.1876, -1.3551)  -0.088
C (2.1605, -0.5542, 0.9925)  -0.133
C (-1.1553, 1.0132, -1.5360)  -0.150
C (0.2472, 2.2747, 1.0535)  -0.144
C (1.3855, -0.4091, -0.2385)  -0.569
O (-0.8896, -0.2898, 1.0949)  -0.277
Si (-0.2294, 0.7132, 0.1473)  0.305
Br (-3.9629, 1.2366, 1.6924)  0.900
H (-4.6708, -2.0997, 0.7901)  0.105
H (-2.9905, -2.3223, 0.7235)  0.068
H (0.4518, -1.5332, -1.7713)  0.064
H (1.4194, -2.5189, -0.5084)  0.064
H (-0.0640, -1.9501, -0.1205)  0.041
H (1.7246, 0.4529, -2.1667)  0.015
H (3.0593, -0.6034, -1.5141)  0.106
H (2.6960, 1.1919, -1.2264)  0.082
H (1.5754, -1.0362, 1.8102)  0.107
H (2.9964, -1.2338, 0.9172)  0.080
H (2.6970, 0.2079, 1.3112)  0.021
H (-1.1515, 0.0762, -2.0544)  -0.002
H (-2.1774, 1.3604, -1.2761)  0.013
H (-0.4993, 1.7806, -2.0561)  0.044
H (0.7426, 3.0303, 0.4383)  0.031
H (-0.4452, 2.7088, 1.6736)  -0.016
H (1.1696, 2.0855, 1.6100)  0.029

# 3
Formula: C21H30BrClF2N2O3
Source: the OMol25 dataset
Level of theory: the ωB97M-V functional and the def2-TZVPD basis

Calculated values
* orbital gap: 5.465 eV
* electronic energy: -4387.0653 hartree
* 2S+1: 1

Last column: Löwdin charge in e.
CARTESIAN COORDINATES (ANGSTROEM)
C (-4.4817, 0.9285, 0.2975)  -0.108
C (-2.9493, 1.1172, -0.0391)  -0.195
O (-2.3516, -0.0934, -0.5895)  -0.060
N (-1.0611, -0.2474, -0.2703)  -0.008
C (-0.5453, -0.7947, 0.7922)  0.018
C (-1.5954, -1.2957, 1.8190)  -0.018
C (-1.7276, -0.4445, 3.1287)  -0.740
O (-2.1423, -0.9981, 4.0927)  0.050
Br (-1.2467, 1.4442, 3.3185)  0.800
C (1.0593, -0.8839, 0.8201)  -0.267
O (1.5194, -2.2199, 0.7532)  -0.078
C (2.0967, -2.7326, 1.9627)  -0.205
C (1.1505, -2.7896, 3.2198)  -0.061
C (1.8577, 0.2273, 1.5718)  -0.218
F (1.6409, 0.2748, 2.9801)  -0.072
C (3.4104, 0.2252, 1.3361)  -0.177
C (4.0136, 1.5938, 0.8497)  -0.097
C (1.2375, -0.4272, -0.7252)  -0.007
C (-0.0822, 0.2035, -1.2918)  -0.289
C (-0.4986, -0.6337, -2.5594)  -0.100
C (-0.5249, -0.0902, -3.9394)  0.003
C (-0.9648, -1.0063, -4.9754)  -0.141
N (-1.3356, -2.3007, -4.8979)  0.047
C (-1.3336, -2.8279, -3.6477)  -0.101
C (-0.9425, -2.0280, -2.5059)  0.002
C (0.0190, 1.7330, -1.6582)  -0.513
Cl (1.5336, 2.1461, -2.5972)  0.691
C (-0.0830, 2.7338, -0.4199)  -0.247
C (1.0906, 3.7590, -0.2533)  -0.155
H (-4.7916, 1.6043, 1.1391)  0.074
H (-5.0339, 1.1998, -0.6368)  0.073
H (-4.6969, -0.1547, 0.4771)  0.064
H (-2.9155, 1.8890, -0.8648)  0.124
H (-2.4020, 1.5701, 0.8232)  0.049
H (-1.2752, -2.3262, 2.1403)  0.134
H (-2.6310, -1.4216, 1.4003)  0.157
H (2.3739, -3.8021, 1.7389)  0.136
H (3.0531, -2.2464, 2.2840)  0.112
H (0.5296, -1.8797, 3.3869)  0.051
H (1.8271, -2.8694, 4.1199)  0.097
H (0.5425, -3.7339, 3.2208)  0.090
H (1.4787, 1.2166, 1.1820)  0.135
H (3.6137, -0.5249, 0.5178)  0.120
H (4.0000, -0.1130, 2.2329)  0.124
H (5.1347, 1.4963, 0.8032)  0.087
H (3.7065, 2.4789, 1.4652)  0.087
H (3.6930, 1.7263, -0.2256)  0.060
H (2.2203, -0.0181, -1.0510)  0.113
H (1.2431, -1.4331, -1.2382)  0.139
H (-0.2500, 0.9653, -4.1533)  0.071
H (-0.9974, -0.5679, -6.0080)  0.111
H (-1.6508, -3.8863, -3.4835)  0.118
H (-0.9531, -2.5240, -1.5010)  0.117
H (-0.8476, 1.9682, -2.3329)  0.112
H (-1.0160, 3.3509, -0.5658)  0.117
H (-0.2912, 2.1350, 0.5133)  0.054
H (0.8619, 4.3603, 0.6763)  0.089
H (1.1443, 4.5038, -1.0894)  0.075
H (2.0974, 3.3074, -0.0988)  0.028
F (-4.5304, -0.8437, -1.4441)  -0.671